A 9-piece molecular cluster, C34H92N6O14 overall in a non-equilibrium geometry. Source: the OMol25 dataset; level of theory: the ωB97M-V functional and the def2-TZVPD basis.

Calculated values
**HOMO-LUMO gap**: 9.1 eV
**SMILES string**: COC[C@H](C)N.COCCNCCOC.COCCNCCOC.COCCNCCOC.COCCNCCOC.COCCNCCOC.O.O.O
**E_HOMO**: -8.5 eV
**Energy relative to the best compared isomer or geometry (same formula, charge and spin)**: 0.130 eV

Atoms and positions in Å:
C -5.967 2.067 6.257
O -4.737 1.620 5.843
C -4.767 0.761 4.746
C -3.372 0.755 4.190
N -3.087 -0.433 3.284
C -1.744 -0.900 3.284
C -1.717 -2.088 4.322
O -0.445 -2.668 4.385
C -0.465 -3.725 5.295
H -5.938 2.792 7.115
H -6.592 1.197 6.535
H -6.455 2.563 5.395
H -5.545 1.137 4.045
H -5.011 -0.259 5.059
H -2.845 0.558 5.110
H -3.009 1.659 3.710
H -3.355 -0.132 2.362
H -0.958 -0.170 3.509
H -1.415 -1.273 2.309
H -2.440 -2.834 3.984
H -2.014 -1.676 5.282
H 0.532 -4.144 5.245
H -1.185 -4.487 5.047
H -0.585 -3.397 6.314
C -4.273 -3.772 -0.056
O -3.066 -4.397 -0.286
C -1.999 -3.754 0.342
C -0.801 -4.636 0.382
N -0.436 -4.855 -1.043
C 0.478 -5.929 -1.302
C 0.883 -5.917 -2.794
O 1.627 -7.114 -2.978
C 1.674 -7.494 -4.367
H -4.234 -2.684 -0.239
H -4.639 -3.971 0.949
H -5.010 -4.163 -0.779
H -2.384 -3.447 1.285
H -1.799 -2.826 -0.197
H -0.946 -5.581 0.885
H 0.003 -4.148 0.866
H -1.305 -5.086 -1.489
H 0.234 -6.952 -0.999
H 1.423 -5.774 -0.730
H 1.408 -4.987 -2.986
H -0.062 -5.956 -3.341
H 2.311 -6.836 -4.919
H 0.648 -7.494 -4.792
H 2.047 -8.511 -4.515
C -3.920 -2.271 -4.047
O -2.623 -1.767 -4.012
C -1.807 -2.065 -2.914
C -0.327 -1.922 -3.216
N 0.430 -1.872 -1.999
C 1.756 -1.251 -2.124
C 2.925 -2.162 -2.612
O 2.571 -2.796 -3.829
C 2.795 -1.921 -4.920
H -4.483 -1.664 -4.759
H -4.395 -2.294 -3.051
H -3.963 -3.298 -4.463
H -1.969 -3.093 -2.561
H -2.110 -1.472 -2.100
H -0.170 -0.982 -3.713
H 0.022 -2.713 -3.905
H 0.455 -2.731 -1.406
H 2.050 -0.771 -1.196
H 1.627 -0.369 -2.790
H 3.125 -2.899 -1.867
H 3.789 -1.530 -2.730
H 2.104 -1.093 -4.931
H 2.694 -2.639 -5.731
H 3.788 -1.575 -4.861
C -1.493 5.600 0.918
O -0.623 4.850 1.728
C -0.986 3.474 1.958
C -0.105 2.939 3.038
N 1.260 3.054 2.534
C 2.152 3.285 3.623
C 3.556 3.617 3.103
O 3.488 4.818 2.397
C 4.620 5.052 1.613
H -2.521 5.602 1.401
H -1.576 5.085 -0.044
H -1.071 6.600 0.781
H -0.701 2.988 0.998
H -2.051 3.399 2.201
H -0.422 1.932 3.337
H -0.254 3.560 3.927
H 1.297 3.918 2.002
H 2.194 2.446 4.303
H 1.802 4.157 4.284
H 3.843 2.808 2.439
H 4.296 3.685 3.874
H 4.532 6.053 1.155
H 4.614 4.225 0.882
H 5.508 4.982 2.242
C -1.086 7.943 -3.754
O -1.177 6.787 -4.532
C -0.109 6.568 -5.458
C -0.311 5.260 -6.231
N -0.399 4.049 -5.376
C 0.870 3.645 -4.751
C 0.663 2.439 -3.880
O -0.107 2.770 -2.714
C -0.479 1.694 -1.904
H -1.365 8.786 -4.362
H -0.084 8.147 -3.408
H -1.767 7.854 -2.918
H 0.841 6.462 -4.904
H 0.016 7.429 -6.112
H 0.496 4.996 -6.925
H -1.200 5.367 -6.900
H -1.079 4.257 -4.682
H 1.325 4.442 -4.105
H 1.596 3.332 -5.508
H 1.606 2.103 -3.550
H 0.116 1.653 -4.448
H 0.278 1.397 -1.159
H -0.724 0.814 -2.482
H -1.384 1.961 -1.363
O 1.381 0.526 1.340
H 1.565 1.487 1.415
H 1.595 0.130 2.230
O -0.988 -0.567 0.156
H -0.485 -0.845 -0.647
H -0.362 -0.042 0.695
O -3.716 -0.260 0.300
H -4.011 0.247 -0.491
H -2.763 -0.358 0.166
C 2.646 -2.751 1.987
C 3.207 -1.791 3.098
C 4.212 -0.756 2.624
O 5.434 -1.351 2.187
C 6.309 -0.425 1.572
N 2.134 -0.988 3.634
H 2.108 -2.072 1.327
H 2.024 -3.584 2.335
H 3.451 -3.203 1.389
H 3.702 -2.511 3.806
H 4.395 -0.038 3.443
H 3.743 -0.206 1.753
H 6.458 0.465 2.200
H 5.815 0.044 0.689
H 7.224 -0.956 1.300
H 1.441 -1.604 4.087
H 2.556 -0.366 4.347

Atom charges from the Löwdin analysis, given in e for atoms 1 to 2: -0.145, -0.202

A 11-piece molecular cluster, C34H95N13O16 overall in a non-equilibrium geometry. Source: the OMol25 dataset; level of theory: the ωB97M-V functional and the def2-TZVPD basis.

Calculated values
**HOMO-LUMO gap**: 8.1 eV
**SMILES string**: COCCNCCOC.COCCNCCOC.COCCNCCOC.COCCNCCOC.COCCNCCOC.NC(N)=O.NC(N)=O.NC(N)=O.NC(N)=O.O.O
**E_HOMO**: -8.4 eV
**Energy relative to the best compared isomer or geometry (same formula, charge and spin)**: 4.542 eV

Atoms and positions in Å:
C -4.559 -5.356 2.829
O -5.322 -5.158 1.951
N -4.911 -5.689 4.050
N -3.277 -5.145 2.589
H -4.117 -5.694 4.675
H -5.873 -5.955 4.202
H -2.632 -5.162 3.367
H -2.952 -4.671 1.758
C 5.694 -1.238 2.438
O 6.446 -1.244 1.478
N 5.851 -1.882 3.579
N 4.569 -0.568 2.531
H 4.991 -1.958 4.104
H 6.581 -2.556 3.761
H 4.445 -0.330 3.505
H 4.330 -0.157 1.640
C -2.861 4.837 3.281
O -3.870 5.420 3.589
N -1.808 4.833 4.053
N -2.682 3.909 2.296
H -1.686 5.523 4.780
H -0.970 4.518 3.585
H -1.894 3.332 2.552
H -3.447 3.469 1.805
C -0.097 -2.213 5.130
O 0.202 -1.300 4.460
N -1.315 -2.331 5.575
N 0.696 -3.090 5.592
H -1.507 -3.147 6.138
H -1.835 -1.484 5.392
H 0.375 -3.764 6.272
H 1.597 -3.288 5.180
C 2.199 -0.198 -4.320
O 1.091 -0.970 -4.794
C 0.001 -0.270 -5.493
C 0.128 0.744 -6.761
N 0.360 0.087 -8.051
C 1.739 -0.556 -8.094
C 2.463 -0.238 -9.395
O 2.577 1.124 -9.702
C 3.379 1.438 -10.862
H 1.919 0.783 -3.936
H 2.849 -0.173 -5.194
H 2.606 -0.796 -3.505
H -0.455 0.236 -4.642
H -0.631 -1.034 -5.947
H 0.728 1.612 -6.488
H -0.874 1.147 -6.916
H 0.458 0.800 -8.759
H 1.606 -1.627 -8.246
H 2.412 -0.210 -7.310
H 2.047 -0.691 -10.295
H 3.502 -0.546 -9.273
H 4.412 1.374 -10.521
H 3.042 2.439 -11.129
H 3.257 0.724 -11.677
C 9.464 0.854 2.114
O 9.421 0.756 3.549
C 8.164 1.148 4.030
C 8.204 0.741 5.556
N 6.930 0.469 6.291
C 6.102 1.644 6.172
C 4.591 1.250 6.362
O 4.229 0.630 5.152
C 2.977 -0.005 5.185
H 9.659 1.850 1.717
H 8.638 0.322 1.642
H 10.332 0.268 1.813
H 7.520 0.413 3.547
H 7.924 2.195 3.845
H 8.682 1.556 6.101
H 8.824 -0.121 5.801
H 6.412 -0.243 5.796
H 6.063 2.162 5.214
H 6.447 2.444 6.826
H 3.934 2.063 6.670
H 4.623 0.448 7.100
H 2.315 0.533 5.864
H 3.111 -1.016 5.570
H 2.689 -0.091 4.137
C -1.202 3.749 -1.270
O -1.178 4.949 -1.964
C -1.675 4.731 -3.228
C -1.809 6.089 -3.958
N -0.581 6.773 -4.148
C -0.826 8.222 -4.400
C -0.992 9.144 -3.136
O 0.250 9.518 -2.473
C 0.799 10.687 -3.125
H -2.138 3.263 -0.994
H -0.725 3.910 -0.303
H -0.607 2.997 -1.787
H -2.703 4.394 -3.102
H -1.068 4.007 -3.772
H -2.613 6.648 -3.479
H -2.192 5.932 -4.966
H -0.043 6.579 -3.315
H -1.449 8.390 -5.278
H 0.037 8.716 -4.846
H -1.573 8.412 -2.575
H -1.667 9.946 -3.436
H 1.724 11.028 -2.660
H 0.022 11.450 -3.167
H 1.040 10.225 -4.083
C 0.904 -0.439 -1.279
O 0.915 -0.944 0.087
C 1.092 0.003 1.175
C 0.205 1.205 1.057
N -1.174 0.816 0.970
C -1.773 0.504 2.282
C -3.169 0.004 2.151
O -3.532 -0.645 3.319
C -4.660 -1.568 3.125
H -0.070 0.037 -1.386
H 0.947 -1.183 -2.075
H 1.802 0.179 -1.275
H 2.102 0.412 1.217
H 0.983 -0.461 2.155
H 0.650 1.775 0.242
H 0.376 1.870 1.904
H -1.050 -0.083 0.528
H -1.726 1.407 2.890
H -1.174 -0.237 2.810
H -3.346 -0.594 1.257
H -3.877 0.798 1.913
H -4.526 -2.186 2.237
H -5.562 -1.000 3.352
H -4.520 -2.188 4.011
C -1.093 -3.325 0.741
O -2.161 -4.137 0.325
C -1.671 -5.219 -0.531
C -2.681 -6.317 -0.530
N -4.002 -5.773 -0.951
C -4.909 -6.869 -0.564
C -6.337 -6.694 -1.075
O -6.559 -6.613 -2.458
C -5.888 -7.544 -3.294
H -1.590 -2.558 1.333
H -0.770 -2.896 -0.208
H -0.344 -3.812 1.366
H -0.663 -5.518 -0.242
H -1.468 -4.730 -1.483
H -2.695 -6.717 0.484
H -2.257 -6.994 -1.273
H -4.301 -5.050 -0.312
H -4.887 -6.917 0.525
H -4.542 -7.866 -0.809
H -6.721 -5.757 -0.671
H -7.033 -7.470 -0.756
H -6.430 -7.436 -4.234
H -5.993 -8.589 -3.003
H -4.875 -7.143 -3.342
O -7.380 -3.436 2.384
H -8.027 -3.957 2.861
H -6.687 -4.058 2.163
O -7.401 -0.657 0.851
H -7.792 0.175 1.116
H -7.719 -1.288 1.497

Atom charges from the Löwdin analysis, given in e for atoms 1 to 2: -0.768, 0.039

A 10-piece molecular cluster, C34H96N12O10 overall in a non-equilibrium geometry. Source: the OMol25 dataset; level of theory: the ωB97M-V functional and the def2-TZVPD basis.

Calculated values
**HOMO-LUMO gap**: 9.4 eV
**SMILES string**: COC[C@H](C)N.COC[C@H](C)N.COC[C@H](C)N.COC[C@H](C)N.COC[C@H](C)N.COC[C@H](C)N.COC[C@H](C)N.COC[C@H](C)N.NC(N)=O.NC(N)=O
**E_HOMO**: -8.8 eV
**Energy relative to the best compared isomer or geometry (same formula, charge and spin)**: 1.744 eV

Atoms and positions in Å:
C 16.217 14.758 10.621
C 15.713 16.083 11.408
C 14.227 16.008 11.590
O 13.764 17.184 12.303
C 13.844 18.305 11.501
N 16.522 16.234 12.590
H 15.940 13.836 11.164
H 17.327 14.852 10.572
H 15.794 14.753 9.606
H 15.957 16.855 10.650
H 13.975 15.220 12.316
H 13.827 15.909 10.614
H 14.860 18.522 11.218
H 13.402 19.135 12.060
H 13.360 18.097 10.515
H 16.304 17.121 13.004
H 16.240 15.586 13.364
C 17.332 12.313 14.421
C 18.458 11.398 13.973
C 18.038 10.433 12.869
O 19.081 9.613 12.309
C 19.321 8.410 12.924
N 19.551 12.279 13.554
H 17.360 12.650 15.415
H 16.267 12.024 14.240
H 17.366 13.259 13.874
H 18.956 10.950 14.841
H 17.748 11.076 12.018
H 17.192 9.834 13.138
H 18.476 7.813 12.976
H 19.673 8.393 13.942
H 20.112 7.896 12.335
H 19.225 12.855 12.782
H 20.390 11.808 13.287
C 12.713 20.232 18.148
C 13.728 19.102 18.057
C 13.884 18.714 16.610
O 14.690 17.530 16.656
C 15.261 17.232 15.434
N 15.030 19.473 18.597
H 12.194 20.193 19.142
H 11.859 20.050 17.508
H 13.135 21.238 17.932
H 13.317 18.219 18.518
H 14.354 19.436 15.916
H 12.870 18.440 16.198
H 16.000 17.992 15.184
H 14.522 17.214 14.626
H 15.825 16.306 15.631
H 15.642 18.687 18.619
H 15.043 19.981 19.462
C 10.798 15.568 11.763
C 11.010 14.386 10.808
C 11.642 13.176 11.530
O 11.837 12.057 10.646
C 13.052 12.092 9.882
N 9.684 14.015 10.264
H 11.778 15.910 12.108
H 10.271 15.261 12.678
H 10.299 16.370 11.239
H 11.644 14.602 9.928
H 11.032 12.867 12.375
H 12.587 13.428 11.939
H 13.944 12.069 10.493
H 13.018 13.083 9.347
H 13.030 11.235 9.184
H 9.675 13.033 9.996
H 8.943 14.163 10.963
C 13.924 14.625 19.678
C 12.577 13.915 19.718
C 11.594 14.855 20.342
O 10.352 14.221 20.526
C 9.431 14.784 21.457
N 12.138 13.418 18.425
H 14.075 15.282 20.544
H 13.999 15.174 18.734
H 14.787 13.904 19.619
H 12.650 13.011 20.331
H 11.552 15.714 19.667
H 12.134 15.186 21.237
H 9.999 15.094 22.379
H 8.589 14.100 21.655
H 9.029 15.705 21.022
H 11.534 14.061 17.931
H 11.763 12.494 18.360
C 10.489 16.836 17.156
C 10.039 16.520 15.711
C 9.234 15.233 15.672
O 9.952 14.088 15.992
C 9.318 12.903 15.682
N 9.259 17.733 15.263
H 10.939 17.796 17.128
H 11.369 16.163 17.411
H 9.718 16.808 17.968
H 11.008 16.501 15.205
H 8.871 15.044 14.645
H 8.312 15.401 16.314
H 8.269 12.970 15.966
H 9.736 12.119 16.325
H 9.366 12.656 14.614
H 8.760 18.075 16.082
H 8.673 17.676 14.443
C 16.383 8.639 16.021
C 16.004 10.004 16.506
C 14.838 9.939 17.506
O 13.756 9.345 16.840
C 12.579 10.068 16.907
N 17.043 10.592 17.339
H 17.338 8.679 15.463
H 15.696 8.208 15.312
H 16.529 7.966 16.849
H 15.690 10.738 15.750
H 14.602 10.928 17.880
H 15.126 9.378 18.374
H 12.282 10.239 17.944
H 11.733 9.537 16.443
H 12.781 11.048 16.476
H 17.107 11.591 17.108
H 17.918 10.282 17.023
C 13.937 10.719 13.031
C 13.404 9.390 12.550
C 14.411 8.384 11.859
O 14.986 9.001 10.748
C 16.081 8.269 10.229
N 12.706 8.590 13.538
H 13.054 11.310 13.324
H 14.568 11.133 12.238
H 14.498 10.649 13.968
H 12.645 9.573 11.831
H 13.851 7.514 11.508
H 15.153 8.017 12.566
H 16.914 8.214 10.940
H 16.468 8.822 9.370
H 15.812 7.247 9.992
H 12.957 8.947 14.483
H 11.694 8.683 13.464
C 18.811 15.315 16.091
O 17.931 14.736 16.723
N 19.626 14.609 15.267
N 18.923 16.654 16.239
H 20.489 14.956 14.881
H 19.444 13.596 15.221
H 17.997 16.866 16.665
H 19.285 17.288 15.560
C 14.361 13.925 15.123
O 14.970 14.145 14.108
N 14.903 13.786 16.358
N 13.015 13.701 15.186
H 15.888 13.864 16.460
H 14.249 13.716 17.114
H 12.584 14.224 14.433
H 12.550 13.996 16.011

Atom charges from the Löwdin analysis, given in e for atoms 1 to 2: -0.041, -0.429